Record 1
This record from the OMol25 dataset describes a structure of composition C20H14Br2IN3PdS. The level of theory is wB97M-V/def2-TZVPD.

CARTESIAN COORDINATES (ANGSTROEM)
C1 1.66753 3.43250 -2.59849
C2 -1.21310 -4.25061 -0.53885
C3 0.50818 3.21267 -0.15789
C4 -1.36106 -2.11886 1.17125
C5 1.98534 0.22033 0.86232
H1 1.71780 5.54693 -2.26073
H2 0.63065 5.33134 -0.01377
C6 -0.95714 1.30469 2.28996
Br1 -3.10942 0.22455 5.60358
H3 -0.47210 2.17567 1.91868
C7 -1.62594 1.37741 3.49315
I1 2.65368 -1.60715 0.25616
H4 -1.14788 -5.06416 -1.24739
C8 1.41966 0.95615 -2.76430
C9 0.94066 -0.19463 -2.24631
C10 1.28472 2.20743 -2.07870
C11 -2.20993 0.22256 3.98220
C12 -1.69483 -4.44613 0.74547
C13 1.43888 4.57842 -1.86769
H5 -2.56855 -1.84598 3.60880
N1 0.71594 2.08373 -0.85911
H6 0.05493 3.13025 0.80284
H7 -0.45602 -2.78754 -1.88388
H8 1.69592 0.22417 1.90573
H9 -2.14752 -3.51209 2.60935
Br2 -2.23515 -6.12965 1.30970
H10 0.92391 -2.35181 -2.85862
H11 -1.68333 2.31101 4.03449
N2 -0.87418 -1.92671 -0.06382
C14 -1.44082 -0.91915 2.02972
C15 1.17701 -1.32849 -3.06796
C16 0.84113 4.46387 -0.62249
C17 -1.77557 -3.36429 1.60697
Pd1 0.33517 -0.06950 -0.35478
N3 -0.85353 0.19482 1.54908
C18 -2.11138 -0.94130 3.23819
H12 2.14190 3.47977 -3.56969
H13 2.10028 -1.61015 -5.03476
H14 2.59140 1.03315 0.48380
C19 -0.81258 -2.98069 -0.89007
C20 1.80292 -0.96511 -4.22164
S1 2.12243 0.70261 -4.30047

## Properties
**Molar mass**: 721.55 g mol⁻¹
**Spin multiplicity**: 1
**HOMO-LUMO gap**: 6.2613 eV
**HOMO energy**: -14.566 eV
**Charge**: +2
**Energy relative to the best compared isomer or geometry (same formula, charge and spin)**: 0.3867 eV

---

Record 2
This record from the OMol25 dataset describes an isolated molecule of C4H12N2O. The level of theory is wB97M-V/def2-TZVPD.

CARTESIAN COORDINATES (ANGSTROEM)
H1 0.46455 0.45619 -2.08005
C1 -0.44775 0.68545 -1.52151
H2 1.77583 0.15420 0.23271
H3 -1.26873 0.14687 0.31956
N1 -1.61949 0.20873 -2.24777
H4 0.68296 -1.77340 0.01389
H5 -2.20435 -0.42872 -1.71978
N2 -0.17334 -1.48802 -0.45035
H6 1.31838 1.00383 2.65199
C2 0.83085 0.51072 0.66541
H7 0.94199 -1.71016 2.04967
H8 0.02650 -1.66118 -1.43192
C3 -0.30445 -0.03390 -0.17326
H9 -2.20560 0.96145 -2.57213
H10 -0.32489 0.35693 2.43423
O1 1.28831 -0.98903 2.58733
H11 0.93534 1.59272 0.51633
H12 -0.44681 1.77103 -1.43633
C4 0.73069 0.23630 2.16196

## Properties
**Molar mass**: 104.15 g mol⁻¹
**Spin multiplicity**: 1
**HOMO-LUMO gap**: 10.2326 eV
**HOMO energy**: -9.242 eV
**SMILES**: NC[C@@H](N)CCO
**Energy relative to the best compared isomer or geometry (same formula, charge and spin)**: 1.5000 eV

---

Record 3
This record from the OMol25 dataset describes an isolated molecule of C6H9ClN2O3S. The level of theory is wB97M-V/def2-TZVPD.

CARTESIAN COORDINATES (ANGSTROEM)
Cl1 2.30593 -0.76702 3.23193
H1 -3.10252 -1.09093 -2.22425
O1 -0.45324 1.68080 -1.71705
C1 1.34132 -0.73714 1.88442
C2 1.25011 -1.91386 1.13779
H2 -1.24037 -1.10997 0.65669
C3 0.45280 -2.14621 -0.04987
O2 -1.37766 -1.51517 -1.41457
H3 1.44519 1.46191 1.59835
C4 -2.48206 -0.66009 -1.42508
N1 1.41455 2.61137 -0.26087
H4 -2.94875 -0.40857 -0.45108
S1 -0.11306 2.03688 -0.36071
H5 2.04941 -2.68234 1.31859
C5 0.88379 0.51160 1.42463
C6 -0.74458 -1.55427 -0.26008
H6 1.50589 3.35460 -0.93931
O3 -0.91594 2.96240 0.32669
N2 -0.02950 0.70146 0.53461
H7 0.84192 -3.04740 -0.67588
H8 -2.12049 0.37355 -1.73655
H9 2.03724 1.93841 -0.59842

## Properties
**Molar mass**: 224.67 g mol⁻¹
**Spin multiplicity**: 1
**HOMO-LUMO gap**: 7.7734 eV
**HOMO energy**: -8.330 eV
**SMILES**: CO/C=C/C=C(Cl)\C=N\S(N)(=O)=O
**Energy relative to the best compared isomer or geometry (same formula, charge and spin)**: 1.4785 eV

---

Record 4
This record from the OMol25 dataset describes a cluster of 10 separate species, C30H85N5O10 in total. The level of theory is wB97M-V/def2-TZVPD.

CARTESIAN COORDINATES (ANGSTROEM)
C1 -2.38149 -3.00703 -2.14675
C2 2.16944 -1.94435 -5.61394
H1 4.16362 -2.60107 -7.75896
H2 -0.45744 4.82801 4.98212
H3 -0.20584 0.53939 -0.43557
H4 -0.98238 -2.08668 -0.87368
H5 6.04755 -0.75929 -0.48849
H6 2.05772 -2.27788 3.86838
H7 0.07012 -7.91243 4.05234
H8 -2.74605 -3.92883 -1.66531
H9 -0.09079 2.72363 3.99030
H10 -3.01348 -0.95898 -2.39961
O1 -3.41383 6.86761 -0.58581
H11 0.62804 -5.77239 1.00441
H12 -4.46820 8.65915 -0.72432
N1 -3.56985 3.78144 -2.61535
H13 -3.00635 6.46171 -2.57821
O2 -1.51609 -4.54834 -3.73305
C3 -4.77509 1.40905 5.91329
H14 2.89628 -1.23940 0.64218
C4 -3.32484 -1.85274 -1.85301
H15 -1.55199 5.03550 -0.21723
O3 5.31716 -0.14554 -0.40325
H16 -0.10488 -6.52040 5.07635
H17 0.55269 -1.57660 1.83649
H18 -1.15030 1.43959 0.71105
H19 0.27451 -1.94804 -3.89443
H20 4.93331 1.78863 -0.03389
C5 2.40954 1.87098 -3.29443
H21 -1.81381 -2.61420 -4.14726
H22 -4.80427 1.42984 7.00578
H23 -4.32800 -2.06620 -2.23257
C6 1.46683 2.45928 -2.26775
H24 4.10368 -2.55021 0.17009
H25 2.23365 3.54894 0.57373
H26 1.68519 0.82277 -4.68533
H27 1.70295 2.18060 -1.24379
C7 1.22619 -1.60671 -3.48604
O4 4.41785 2.57918 0.19584
H28 -1.52699 1.75069 3.64009
C8 -1.02064 -0.67734 1.21135
H29 3.50446 -0.25431 5.01112
O5 1.98339 -1.04412 -4.55424
H30 4.28546 2.08114 2.22846
O6 -3.45909 1.66121 5.46894
H31 -4.50941 3.88872 -3.00293
H32 1.74322 -0.72602 -7.32507
C9 -1.87645 -2.97048 3.88231
H33 -1.91997 -0.99441 0.67514
C10 -1.01486 2.32220 4.41245
C11 -0.06272 -5.96894 2.93311
C12 2.61038 -1.24374 -6.91043
H34 -3.05752 4.15728 -3.42186
C13 3.49635 -1.70300 -0.14168
H35 1.28921 3.52514 -2.44713
H36 -0.62442 -3.58424 -1.42954
H37 -1.16536 -2.13714 3.89858
H38 -3.91142 4.32864 -0.64504
H39 -3.34512 -3.40299 -4.06993
C14 3.65380 2.15486 1.34013
H40 2.92478 4.10154 1.99699
H41 -2.54846 2.78862 6.92218
H42 0.77234 -4.11842 3.66720
H43 -5.49768 2.08159 5.44757
O7 -0.11224 -1.75036 1.15476
H44 -5.08616 0.39975 5.63915
H45 -3.09121 8.57271 -1.82112
H46 2.42969 0.81009 5.98912
H47 1.38791 -6.82348 4.34603
N2 3.61796 -0.18247 -6.70550
H48 2.57729 -3.12891 -8.01367
H49 0.39720 0.88229 1.26177
C15 -3.45710 8.25605 -0.83901
H50 3.43072 0.16838 -1.26628
N3 0.94266 -6.16733 1.88663
H51 2.76125 1.05960 4.24836
H52 3.27826 0.45697 -5.99836
O8 1.82013 1.77824 -4.58518
H53 1.20566 -2.41428 -5.86698
C16 -1.96238 3.43458 4.91456
C17 -2.99516 2.92337 5.93391
C18 -3.64842 6.09957 -1.76539
C19 -2.34624 -3.42417 -3.61881
H54 4.33005 -1.06210 -2.00750
H55 -0.45618 -4.25271 -5.47387
C20 -0.18570 -4.49820 3.28151
H56 -1.37574 -0.50980 2.23706
H57 -0.61330 -5.86590 -4.96289
C21 3.16683 -2.20158 -7.94332
H58 -2.51046 -2.83904 4.76287
H59 -2.09053 -4.99543 -5.65835
C22 -0.44731 0.60449 0.62404
H60 -3.39160 -1.66742 -0.78546
H61 1.02463 -7.16596 1.73017
H62 -1.45975 3.46537 -0.97746
C23 -1.19198 -4.94728 -5.04530
C24 2.57108 0.31692 5.02935
H63 1.68136 2.85692 2.12638
N4 -1.25814 4.54681 5.55083
H64 3.03075 -1.75124 -8.92490
H65 -0.20844 -4.00388 2.29683
H66 -1.03439 -6.36774 2.61011
H67 0.45483 2.10205 -2.50173
H68 -3.81402 3.64406 5.89256
N5 -1.02609 -2.68979 -1.68462
C25 2.54978 3.17385 1.55176
H69 -0.71959 1.73717 5.28599
H70 -4.70170 6.15680 -2.05984
C26 0.31419 -6.84998 4.11989
H71 4.49915 -0.55601 -6.37065
H72 2.72155 -2.22673 -0.72405
H73 1.72161 -2.41330 -2.94536
H74 0.91439 -0.81933 -2.79929
C27 -1.81084 4.48659 -1.12514
O9 1.69402 -1.43740 3.58171
C28 4.13370 -0.62301 -1.02198
H75 2.58820 0.84593 -2.94118
C29 1.38589 -0.56750 4.65989
H76 -1.13981 4.89693 -1.88847
C30 -3.27780 4.65517 -1.47517
H77 0.63106 0.13547 4.31250
H78 -2.49748 -2.89088 2.98475
H79 -2.49462 3.84206 4.05486
O10 -1.28438 -4.22966 4.09334
H80 -0.72826 4.25177 6.37390
H81 -2.79154 8.73675 -0.11881
H82 3.41786 2.29418 -3.28870
H83 3.24341 1.17340 1.09006
H84 1.11559 -1.14457 5.54612
H85 2.79532 -2.82137 -5.39851

## Properties
**Molar mass**: 676.03 g mol⁻¹
**Spin multiplicity**: 1
**HOMO-LUMO gap**: 9.5658 eV
**HOMO energy**: -9.001 eV
**SMILES**: COC[C@H](C)N.COC[C@H](C)N.COC[C@H](C)N.COC[C@H](C)N.COC[C@H](C)N.CCO.CCO.CCO.CCO.CCO
**Energy relative to the best compared isomer or geometry (same formula, charge and spin)**: 2.2866 eV

---

Record 5
This record from the OMol25 dataset describes a cluster of 2 separate species, C5H15N2 in total. The level of theory is wB97M-V/def2-TZVPD.

CARTESIAN COORDINATES (ANGSTROEM)
H1 -0.56479 2.70581 0.24712
H2 0.92825 1.78007 -0.11524
H3 1.88519 -0.05228 -1.18251
H4 -0.49324 -0.36565 -0.49427
H5 -1.91663 0.91564 0.27129
C1 -0.29412 0.96761 1.49902
H6 0.79287 2.86787 1.38126
C2 -0.79574 -1.88247 -2.23251
N1 0.03022 -0.98265 -1.38497
H7 -1.62472 -1.26945 -2.62260
C3 1.28222 -0.81104 -1.69663
H8 1.38342 0.51764 2.81304
H9 -1.18395 -2.73988 -1.63145
H10 -0.14040 -2.25240 -3.09245
H11 1.74625 -1.45158 -2.43792
H12 -0.88223 1.35235 2.34935
C4 0.72876 0.00211 2.07200
H13 1.47138 -0.37474 1.33200
H14 0.26871 -0.81604 2.56869
N2 -1.19407 0.23716 0.55926
C5 0.24760 2.15054 0.71205
H15 -1.67499 -0.49863 1.08546

## Properties
**Molar mass**: 103.19 g mol⁻¹
**Spin multiplicity**: 2
**HOMO-LUMO gap (alpha / beta)**: 4.8322 / 9.7569 eV
**HOMO energy (alpha / beta)**: -4.149 / -9.081 eV
**Energy relative to the best compared isomer or geometry (same formula, charge and spin)**: 1.0090 eV

---

Record 6
This record from the OMol25 dataset describes an isolated molecule of C4H5N. The level of theory is wB97M-V/def2-TZVPD.

CARTESIAN COORDINATES (ANGSTROEM)
H1 -1.94752 1.30405 -0.84562
C1 2.12601 -0.55230 0.93242
C2 -1.29912 0.75804 -1.56186
H2 -0.16681 -0.88362 -1.44275
H3 -0.49136 1.13063 0.46290
H4 -1.10966 -0.41266 1.12967
H5 3.14537 -0.78731 1.13591
C3 -0.41301 0.03046 0.42616
N1 -0.81810 -0.29198 -0.94021
C4 0.97418 -0.29531 0.70338

## Properties
**Molar mass**: 67.09 g mol⁻¹
**Spin multiplicity**: 1
**HOMO-LUMO gap**: 9.0111 eV
**HOMO energy**: -8.218 eV
**Energy relative to the best compared isomer or geometry (same formula, charge and spin)**: 4.8118 eV